# C69H131N5O17

11 unconnected molecules or ions with the total composition C69H131N5O17 (ωB97M-V/def2-TZVPD, the OMol25 dataset).

The geometry in XYZ format:
```
222
Properties=species:S:1:pos:R:3
C 8.35460 3.81871 2.12278
C 8.03265 2.43339 2.61815
C 9.29508 1.87205 3.29960
C 6.78232 2.46556 3.53952
C 5.48966 2.79563 2.76627
C 5.28336 1.67443 1.71630
C 6.47906 1.64599 0.76532
C 6.38016 0.40429 -0.18093
C 6.51461 2.89160 -0.11041
N 7.68799 1.44332 1.54733
O 8.87507 1.50423 0.61372
H 7.57694 4.32241 1.56516
H 8.68087 4.48325 2.92785
H 9.21574 3.74098 1.44921
H 10.14788 1.65762 2.64447
H 9.68350 2.56980 4.05743
H 9.09403 0.92823 3.83905
H 6.69275 1.46958 4.01168
H 6.95248 3.14538 4.37455
H 4.61779 3.01332 3.41944
H 5.69020 3.69406 2.19041
H 4.36529 1.89516 1.18744
H 5.16429 0.72112 2.24288
H 7.29605 0.25538 -0.76633
H 5.56398 0.60911 -0.88589
H 6.09854 -0.51555 0.33647
H 7.34354 3.02161 -0.80447
H 6.46089 3.85511 0.39202
H 5.61751 2.91249 -0.74086
H 8.94972 0.58053 0.37144
C -2.71498 8.37519 0.70408
C -1.76022 7.48578 -0.08076
C -0.81646 8.37169 -0.84574
C -1.01624 6.53351 0.82718
C -0.21119 5.49308 -0.01483
C -1.25615 4.70151 -0.76516
C -2.02761 5.57477 -1.75607
C -1.14608 6.07180 -2.88970
C -3.24729 4.83465 -2.32264
N -2.59420 6.71928 -0.99382
O -3.20547 7.60390 -1.92285
H -3.41668 7.84428 1.34727
H -2.15673 9.01807 1.40258
H -3.27678 9.05754 0.05484
H 0.05093 7.82335 -1.18669
H -1.29865 8.81045 -1.71618
H -0.44107 9.18740 -0.21288
H -0.33153 6.92963 1.57544
H -1.71474 5.89751 1.39266
H 0.51024 6.04755 -0.60362
H 0.39665 4.82035 0.60677
H -1.96825 4.28529 -0.04497
H -0.87811 3.81900 -1.30424
H -0.98757 5.22067 -3.57384
H -0.18259 6.39665 -2.54496
H -1.66936 6.87707 -3.42500
H -3.62971 5.38984 -3.19189
H -4.06226 4.65669 -1.62674
H -2.86646 3.87880 -2.70946
H -3.87872 7.98592 -1.33734
C -0.91146 0.66897 -4.30263
C 0.27650 1.42440 -4.91446
C 0.79124 0.61052 -6.08006
C -0.12021 2.85283 -5.41444
C 1.06300 3.74827 -5.72305
C 1.96641 3.82723 -4.44837
C 2.44479 2.43162 -4.01587
C 3.38923 1.76310 -4.96040
C 3.18721 2.53086 -2.63586
N 1.23201 1.63950 -3.78561
O 1.65173 0.26169 -3.45406
H -0.63439 -0.35179 -3.99974
H -1.31350 1.11544 -3.39176
H -1.71999 0.55806 -5.03340
H 1.18608 -0.37770 -5.79923
H 0.02074 0.34608 -6.81216
H 1.57824 1.07693 -6.66670
H -0.72466 2.75170 -6.33112
H -0.74521 3.27042 -4.62683
H 1.65813 3.32261 -6.52472
H 0.69508 4.71514 -6.08158
H 1.38621 4.18166 -3.57493
H 2.83614 4.47176 -4.58017
H 3.11600 1.73510 -6.02697
H 3.47592 0.70798 -4.71030
H 4.39430 2.16696 -4.94222
H 3.96672 3.30781 -2.59538
H 3.70739 1.62042 -2.32759
H 2.50193 2.74534 -1.82668
H 1.80086 0.19929 -2.49722
C -7.23147 -0.54017 -1.30062
C -5.76003 -1.12899 -1.39714
C -4.72867 0.00069 -1.65269
C -5.43179 -1.82732 -0.08073
C -6.11445 -3.17198 0.13485
C -5.87098 -4.03707 -1.17578
C -6.37682 -3.36198 -2.44326
C -5.96310 -4.19780 -3.68126
C -7.91749 -3.29092 -2.59888
N -5.65124 -2.07993 -2.50265
O -6.24700 -1.40069 -3.65870
H -7.26521 0.31540 -0.62309
H -7.51383 -0.28887 -2.31231
H -7.90997 -1.32636 -0.96173
H -3.74477 -0.43268 -1.89634
H -5.04265 0.59993 -2.50571
H -4.65244 0.65393 -0.77695
H -4.32224 -1.95265 -0.03396
H -5.63105 -1.12350 0.73796
H -5.71279 -3.68962 1.01629
H -7.20349 -3.11856 0.25513
H -6.35889 -4.98566 -0.98772
H -4.79832 -4.27437 -1.20593
H -6.32809 -5.22033 -3.68669
H -4.87013 -4.29661 -3.68084
H -6.24794 -3.72935 -4.63106
H -8.35372 -4.27263 -2.76788
H -8.27981 -2.67448 -3.42164
H -8.44661 -2.91586 -1.73293
H -5.49868 -1.48946 -4.26725
C 0.11648 -3.66171 1.76685
C -0.52362 -2.35435 1.30255
C -1.27750 -2.71776 0.02514
C -1.38287 -1.73609 2.46049
C -1.91696 -0.34543 2.07535
C -0.68387 0.56891 1.95033
C 0.22667 0.06580 0.80165
C -0.48337 0.21673 -0.54412
C 1.54901 0.82367 0.68891
N 0.51859 -1.34348 1.13788
O 1.42907 -1.84998 0.07842
H 0.81548 -3.60234 2.61492
H -0.68172 -4.33702 2.07665
H 0.64646 -4.16382 0.94810
H -1.78820 -1.91015 -0.50365
H -0.60118 -3.13825 -0.71623
H -2.02401 -3.53375 0.02621
H -2.16855 -2.39833 2.80927
H -0.67926 -1.61249 3.29775
H -2.50942 -0.28948 1.16191
H -2.49120 0.09792 2.91047
H -0.22577 0.54749 2.94453
H -0.95077 1.61818 1.78880
H -1.52484 -0.09306 -0.54413
H 0.04913 -0.31433 -1.34331
H -0.48536 1.27452 -0.81810
H 1.96943 0.79738 -0.31741
H 2.32748 0.42472 1.35409
H 1.44837 1.88191 0.95930
H 2.14107 -2.02487 0.72244
O 0.40347 -4.41260 6.16292
C 1.09214 -4.88487 5.30878
C 0.83028 -6.13602 4.46909
C 2.28734 -6.39184 4.01774
C 2.85780 -5.02899 3.91532
O 2.24341 -4.27964 4.99751
H 0.28346 -6.84762 5.08911
H 0.19422 -5.76443 3.65763
H 2.84571 -6.93798 4.78521
H 2.32610 -6.98224 3.09312
H 3.93426 -5.06553 4.10861
H 2.67500 -4.48761 2.99441
O -2.63291 -5.23548 4.04170
C -3.11652 -4.22282 4.50254
C -2.58056 -3.32378 5.58839
C -3.37632 -2.00441 5.45753
C -4.62245 -2.47653 4.67961
O -4.25124 -3.67586 4.02278
H -2.74236 -3.77967 6.55793
H -1.50004 -3.28704 5.39026
H -3.61357 -1.58214 6.43361
H -2.70288 -1.30046 4.94956
H -5.45744 -2.67319 5.34911
H -4.91135 -1.70710 3.94865
O -2.71316 -5.63990 -5.13411
C -1.76572 -5.01081 -4.74845
C -1.40340 -4.82094 -3.27133
C 0.09778 -4.22518 -3.39511
C 0.03941 -3.57097 -4.85510
O -0.95577 -4.32719 -5.55320
H -2.11760 -4.10529 -2.85096
H -1.46028 -5.77545 -2.74356
H 0.41893 -3.57430 -2.58218
H 0.82703 -5.03371 -3.48640
H -0.27260 -2.51348 -4.82144
H 1.02695 -3.66518 -5.31471
O -2.76462 2.58286 3.87103
C -3.58756 2.97520 3.08080
C -4.61900 2.19832 2.28766
C -5.18793 3.22167 1.24532
C -4.68939 4.59505 1.80266
O -3.68151 4.30235 2.78459
H -4.05865 1.39840 1.80043
H -5.28951 1.77040 3.03418
H -4.82166 3.05292 0.22587
H -6.25684 3.04419 1.20638
H -4.19961 5.29701 1.12154
H -5.46459 5.16687 2.32477
O 2.73022 -7.77080 -2.96006
C 2.55016 -7.56455 -1.77521
C 2.33201 -6.23183 -1.06991
C 1.64212 -6.57972 0.24241
C 2.22080 -8.00951 0.46968
O 2.44103 -8.54497 -0.84112
H 3.34503 -5.81640 -0.99190
H 1.76836 -5.53969 -1.69799
H 1.85454 -5.95738 1.11165
H 0.56241 -6.64974 0.18746
H 3.18375 -7.97051 0.99473
H 1.56558 -8.68125 1.02419
O 3.71748 -2.13410 1.87486
C 3.83861 -1.90366 3.04944
C 2.91434 -1.09601 3.94145
C 3.78076 -0.83562 5.25155
C 4.76552 -2.03213 5.22632
O 4.85479 -2.31366 3.79110
H 2.53414 -0.25499 3.38361
H 2.03403 -1.70889 4.12665
H 4.33620 0.07540 5.04964
H 3.20755 -0.73760 6.17670
H 5.70665 -1.63985 5.61403
H 4.43686 -2.93242 5.72778
```

Its structure (SMILES) is CC1(C)CCCC(C)(C)N1O.CC1(C)CCCC(C)(C)N1O.CC1(C)CCCC(C)(C)N1O.CC1(C)CCCC(C)(C)N1O.CC1(C)CCCC(C)(C)N1O.O=C1CCCO1.O=C1CCCO1.O=C1CCCO1.O=C1CCCO1.O=C1CCCO1.O=C1CCCO1. As for the HOMO energy: -8.5266 eV. As for the charge: 0. The HOMO-LUMO gap is 8.94 eV. Its LUMO energy is 0.4 eV.